Entry 1:
DFT (ωB97M-V/def2-TZVPD) results for a molecular structure, C22H25F5NO2TeW in a non-equilibrium geometry.

Calculated values
energy relative to the best compared isomer or geometry (same formula, charge and spin) = 0.000 eV
E = -51502.216 eV
multiplicity = 3
net charge = +1
maximum force = 4.29 eV Å⁻¹
gap between HOMO and LUMO (spin up / spin down) = 5.263 / 4.934 eV

XYZ file:
```
57
Properties=species:S:1:pos:R:3:lowdin_spin:R:1
C -2.5128 0.0456 -1.4011 0.0478
C -1.3427 -0.3603 -2.1335 0.0059
C -0.7051 -1.4224 -1.3944 -0.0021
H -1.0831 -0.0288 -3.1324 0.0002
C -1.4877 -1.6774 -0.2310 0.0458
C -2.5758 -0.7647 -0.2061 0.0153
H -1.3024 -2.4692 0.4910 0.0038
C 0.1089 2.8105 -0.0792 0.0556
C 0.2580 2.2824 -1.4072 -0.0018
C 1.2795 1.2563 -1.3570 -0.0115
H -0.1697 2.7328 -2.3017 0.0032
C 1.8187 1.2018 -0.0224 0.0324
C 1.0338 2.1200 0.7652 0.0117
H 0.1336 -2.0428 -1.7231 0.0015
H -3.3425 -0.7053 0.5583 -0.0002
H -3.2948 0.7209 -1.7396 0.0086
H 1.1715 2.2871 1.8330 -0.0001
H 1.7111 0.7343 -2.2132 -0.0001
H -0.5221 3.6462 0.2211 0.0061
W -0.6762 0.6201 -0.2108 1.7050
C 3.2019 0.6520 0.3965 0.0040
C 3.9729 1.7778 1.1431 0.0027
C 4.0862 0.3339 -0.8193 -0.0003
H 4.1673 2.6353 0.4780 0.0000
H 4.9538 1.3991 1.4800 0.0007
H 3.4343 2.1479 2.0261 0.0001
H 4.2333 1.2064 -1.4692 -0.0001
H 3.6515 -0.4938 -1.3756 0.0001
H 5.0662 0.0052 -0.4502 0.0000
C 3.1339 -0.5781 1.3383 0.0033
C 3.2383 -1.9813 0.7098 0.0003
H 2.2279 -0.5327 1.9630 0.0016
H 3.9751 -0.5110 2.0443 0.0001
O 3.3056 -2.2169 -0.5262 0.0006
N 3.2877 -3.0140 1.6189 0.0000
C 2.6890 -4.3245 1.3976 0.0000
H 3.3844 -2.7872 2.5925 0.0000
C 2.4258 -4.6323 -0.0650 0.0000
C 1.1802 -5.1471 -0.3929 0.0000
H 0.4648 -5.3082 0.4176 0.0000
C 0.8185 -5.3676 -1.7309 0.0001
H -0.1835 -5.7417 -1.9580 0.0000
C 1.7305 -5.0960 -2.7572 0.0001
H 1.4536 -5.2671 -3.8029 0.0000
C 2.9890 -4.5734 -2.4387 0.0000
H 3.6907 -4.2971 -3.2263 0.0000
C 3.3241 -4.2904 -1.1020 0.0000
H 4.3533 -3.9868 -0.9253 0.0000
H 1.7299 -4.3313 1.9279 0.0000
H 3.2927 -5.1293 1.8464 0.0000
F -1.0619 2.8559 3.1619 0.0010
Te -2.1347 1.2797 3.1824 0.0045
F -3.5386 0.0019 2.9575 0.0010
F -2.6403 1.8669 1.4118 0.0382
F -1.9419 0.9944 5.0706 0.0021
F -3.5351 2.4408 3.7440 0.0009
O -0.7776 0.1811 2.6182 0.0119
```

Entry 2:
DFT (ωB97M-V/def2-TZVPD) results for C22H25FN4O2 in the gas phase in a non-equilibrium geometry.

Calculated values
energy relative to the best compared isomer or geometry (same formula, charge and spin) = 2.196 eV
E = -35991.455 eV
maximum force = 1.22 eV Å⁻¹
structure (SMILES) = COc1ccc(N2CCN(Cc3nc(Cc4cccc(F)c4)no3)[C@@H](C)C2)cc1
gap between HOMO and LUMO = 8.025 eV

XYZ file:
```
54
Properties=species:S:1:pos:R:3:mulliken_charge:R:1
C -6.2355 -3.6389 -0.2286 -0.8414
O -5.1698 -3.2449 0.5970 -0.4530
C -4.6566 -1.9862 0.4331 0.8077
C -5.0967 -1.0531 -0.4969 -0.4958
C -4.5013 0.1921 -0.5707 -0.7237
C -3.4397 0.5550 0.2606 0.6293
N -2.9172 1.8469 0.1850 0.1689
C -2.5843 2.3969 -1.1104 -1.2935
C -1.1504 2.0219 -1.5011 -0.3903
N -0.2273 2.5341 -0.5029 -0.0169
C 1.1590 2.4709 -0.9335 -1.5286
C 1.6783 1.0752 -0.9912 0.9083
N 2.2730 0.4161 -0.0425 -0.0564
C 2.4379 -0.8273 -0.5806 0.6976
C 3.1282 -1.9321 0.1304 -1.1707
C 4.6131 -1.6683 0.0961 0.4836
C 5.4603 -2.4452 -0.6812 -0.6267
C 6.8187 -2.1781 -0.7239 -0.4146
C 7.3506 -1.1271 0.0018 -0.5575
C 6.4916 -0.3563 0.7642 0.3042
F 6.9951 0.6766 1.4737 -0.3145
C 5.1351 -0.6077 0.8251 -0.4515
N 1.9636 -0.9201 -1.7897 -0.6449
O 1.4611 0.3157 -2.0708 -0.1251
C -0.5042 1.9370 0.8034 1.3987
C 0.4398 2.4552 1.8821 -1.9140
C -1.9570 2.3037 1.1606 -1.8658
C -3.0138 -0.3926 1.1969 -0.0521
C -3.6118 -1.6319 1.2819 -1.1014
H -7.1139 -3.0000 -0.0867 0.3316
H -6.4808 -4.6569 0.0707 0.2425
H -5.9509 -3.6330 -1.2864 0.3339
H -5.9122 -1.2753 -1.1673 0.3778
H -4.8919 0.9017 -1.2839 0.4191
H -3.2708 2.0345 -1.8728 0.4355
H -2.6636 3.4868 -1.0488 0.3835
H -0.9052 2.4718 -2.4657 0.4720
H -1.0885 0.9240 -1.6040 0.2589
H 1.7745 3.0457 -0.2416 0.4135
H 1.2223 2.9159 -1.9294 0.5217
H 2.8900 -2.8723 -0.3648 0.4432
H 2.7785 -1.9529 1.1641 0.2896
H 5.0556 -3.2638 -1.2569 0.3601
H 7.4682 -2.7917 -1.3292 0.3773
H 8.4043 -0.8996 -0.0182 0.4391
H 4.4930 0.0220 1.4205 0.4748
H -0.4204 0.8354 0.7512 0.2618
H 1.4373 2.0447 1.7548 0.2866
H 0.4846 3.5407 1.8485 0.3737
H 0.0708 2.1537 2.8595 0.5096
H -2.2202 1.9156 2.1440 0.5239
H -2.0263 3.3965 1.1944 0.3746
H -2.2021 -0.1762 1.8730 0.3286
H -3.2721 -2.3547 2.0072 0.4076
```

Entry 3:
DFT (ωB97M-V/def2-TZVPD) results for C22H25FN4OS in the gas phase.

Calculated values
energy relative to the best compared isomer or geometry (same formula, charge and spin) = 0.000 eV
E = -44782.215 eV
maximum force = 0.83 eV Å⁻¹
structure (SMILES) = Cc1nc(N2CCC(C)CC2)c2c(C)c(C(=O)Nc3cc(F)ccc3C)sc2n1
gap between HOMO and LUMO = 8.140 eV

XYZ file:
```
54
Properties=species:S:1:pos:R:3:mulliken_charge:R:1
C 3.1408 4.4012 -0.5529 -1.2133
C 2.3443 3.1526 -0.3792 0.4033
N 2.9621 1.9994 -0.5682 -0.5313
C 2.2897 0.8514 -0.4485 0.1101
N 3.0359 -0.2740 -0.4095 0.4584
C 2.6531 -1.4233 0.3887 -0.8825
C 3.7185 -1.6945 1.4498 -1.2605
C 5.0514 -2.1029 0.8011 0.6878
C 5.1906 -3.6205 0.7167 -1.6805
C 5.1501 -1.4747 -0.5968 -1.2645
C 4.4661 -0.1170 -0.6300 -0.6179
C 0.8667 0.8883 -0.3624 1.0483
C -0.1782 -0.0632 -0.5574 -0.0646
C 0.0066 -1.3985 -1.1943 -1.6933
C -1.4117 0.4527 -0.2419 0.4894
C -2.6925 -0.2615 -0.3258 0.7338
O -2.7613 -1.4300 -0.6603 -0.6989
N -3.7722 0.5096 0.0113 0.1813
C -5.1220 0.1711 0.0411 0.5653
C -5.5765 -1.0707 -0.3903 -0.6620
C -6.9293 -1.3422 -0.3432 0.3061
F -7.3620 -2.5498 -0.7656 -0.3515
C -7.8508 -0.4230 0.1169 -0.8132
C -7.3830 0.8082 0.5442 -0.6021
C -6.0354 1.1280 0.5175 0.6077
C -5.5713 2.4746 0.9950 -1.5584
S -1.3343 2.1430 0.2452 -0.5316
C 0.3721 2.1677 -0.0422 0.0212
N 1.0789 3.2828 -0.0062 -0.6736
H 2.7825 5.1627 0.1331 0.3789
H 4.1944 4.1963 -0.3898 0.3331
H 3.0105 4.7677 -1.5704 0.2308
H 2.5395 -2.3093 -0.2439 0.3768
H 1.6970 -1.2154 0.8703 0.6151
H 3.8497 -0.7909 2.0483 0.3489
H 3.3662 -2.4835 2.1150 0.4620
H 5.8691 -1.7183 1.4188 0.3034
H 4.3579 -4.0532 0.1664 0.3076
H 6.1135 -3.8879 0.2072 0.4208
H 5.2098 -4.0596 1.7114 0.4382
H 6.1955 -1.3569 -0.8826 0.4867
H 4.6799 -2.1294 -1.3328 0.2699
H 4.5996 0.3688 -1.5996 0.4606
H 4.8993 0.5465 0.1284 0.3964
H 0.9613 -1.4402 -1.7108 0.3599
H -0.0534 -2.1999 -0.4597 0.3102
H -0.7994 -1.5713 -1.9038 0.5353
H -3.5726 1.4600 0.2880 -0.0425
H -4.8851 -1.8121 -0.7527 0.6286
H -8.9003 -0.6672 0.1392 0.4426
H -8.0887 1.5396 0.9094 0.3239
H -5.0834 3.0314 0.1939 0.3644
H -4.8699 2.3776 1.8243 0.3651
H -6.4196 3.0596 1.3397 0.3705
```

Entry 4:
DFT (ωB97M-V/def2-TZVPD) results for a molecular structure, C22H25N2O in a non-equilibrium geometry.

Calculated values
energy relative to the best compared isomer or geometry (same formula, charge and spin) = 3.997 eV
E = -28236.538 eV
net charge = +1
maximum force = 8.72 eV Å⁻¹
gap between HOMO and LUMO = 8.412 eV

XYZ file:
```
50
Properties=species:S:1:pos:R:3:mulliken_charge:R:1
C -1.3053 6.2701 2.5933 -1.3917
C -0.5773 4.9519 2.5036 0.8915
C 0.8217 4.9756 2.5156 -0.6096
C 1.5371 3.7795 2.4414 -0.8791
C 0.8990 2.5337 2.4896 -0.1436
C 1.6389 1.3151 3.0682 -0.8223
C 0.9881 -0.0337 2.7517 -0.5331
C -0.2502 -0.3660 3.3217 -0.0337
C -0.8138 -1.6435 3.1689 -0.5727
C -0.1258 -2.6066 2.4188 0.1868
O -0.5809 -3.9422 2.3844 -0.4797
C -1.3870 -4.3671 1.3143 0.4255
C -0.8596 -5.3366 0.4516 -0.3210
C -1.5569 -5.6300 -0.7147 -0.3528
C -2.8037 -5.0443 -0.9600 -0.5204
C -3.3536 -4.1513 -0.0339 -0.4431
C -2.6541 -3.8063 1.1192 -0.3459
C 1.0864 -2.2850 1.7909 -0.6245
C 1.5946 -0.9909 1.9283 -0.3906
C -0.5039 2.5268 2.3541 -0.2450
C -1.2402 3.7214 2.3732 -1.1308
H -2.3628 6.1100 2.8464 0.3742
H -0.8507 6.9213 3.3660 0.3568
H -1.2604 6.8205 1.6336 0.2971
H 1.3669 5.9304 2.5501 0.4112
H 2.6209 3.7894 2.4344 0.7508
H 2.6711 1.3181 2.6601 0.6467
H -0.7968 0.3250 3.9460 0.6666
H -1.7974 -1.8958 3.5890 0.4460
H 0.0966 -5.7936 0.6954 0.4401
H -1.1205 -6.3259 -1.4278 0.3614
H -3.3525 -5.2916 -1.8709 0.3729
H -4.3354 -3.7110 -0.2042 0.3560
H -3.0541 -3.1138 1.8616 0.2718
H 1.5921 -3.0406 1.1711 0.4272
H 2.5491 -0.7514 1.4709 0.4264
H -1.0774 1.6151 2.2826 0.6686
H -2.3410 3.7497 2.2723 0.3665
C 3.0166 0.2196 4.7272 -0.6028
N 2.1777 1.4179 4.4427 0.4352
N 3.0140 2.5781 4.6096 -0.4729
C 3.4706 2.7999 5.9781 -0.9160
H 2.3955 -0.6517 4.6196 0.2918
H 3.7890 0.2414 3.9256 0.3765
H 3.5126 0.2417 5.7007 0.2944
H 1.1292 1.5014 4.2694 0.9731
H 2.4425 3.3578 4.3370 0.2680
H 4.0545 3.7112 5.9916 0.3495
H 2.6080 2.8826 6.6049 0.3782
H 4.0550 1.9595 6.2492 0.3207
```